# C63H70N8O21

13 unconnected molecules or ions with the total composition C63H70N8O21 (ωB97M-V/def2-TZVPD, OMol25).

Geometry (Å):
1 C -2.87635 3.63266 0.21095
2 C -4.15624 3.99756 0.56905
3 C -4.52043 5.32692 0.36818
4 C -3.61827 6.21928 -0.19208
5 C -2.37762 5.80337 -0.65202
6 C -1.98388 4.50796 -0.40806
7 N -4.01423 7.63456 -0.34622
8 O -3.20879 8.35798 -0.88534
9 O -5.06814 7.99993 0.11274
10 H -2.48521 2.65899 0.49270
11 H -4.85352 3.24227 0.90252
12 H -5.48086 5.69657 0.70388
13 H -1.71154 6.47746 -1.17263
14 H -1.02259 4.15481 -0.75534
15 C 3.86910 -4.30324 3.39035
16 C 4.36200 -4.95432 4.51675
17 C 3.80981 -4.75543 5.79215
18 C 2.72817 -3.89664 5.86437
19 C 2.20809 -3.27383 4.76274
20 C 2.79164 -3.42857 3.52315
21 N 2.15592 -3.62484 7.20207
22 O 1.25239 -2.81922 7.30746
23 O 2.65401 -4.20726 8.14907
24 H 4.37928 -4.51379 2.45820
25 H 5.20167 -5.62974 4.42372
26 H 4.26659 -5.30188 6.60100
27 H 1.36267 -2.60188 4.83526
28 H 2.43435 -2.96098 2.61500
29 C 4.35685 1.88939 -0.14464
30 C 3.94982 1.71868 -1.46254
31 C 4.78139 1.10677 -2.39683
32 C 6.02550 0.65408 -1.97316
33 C 6.40716 0.79098 -0.64782
34 C 5.57117 1.38067 0.28422
35 N 6.95398 0.01302 -2.91747
36 O 7.93112 -0.54049 -2.45884
37 O 6.65490 0.03261 -4.09429
38 H 3.67700 2.41253 0.51657
39 H 3.07651 2.16475 -1.92014
40 H 4.48341 1.03146 -3.43028
41 H 7.37562 0.43738 -0.32000
42 H 5.91316 1.51784 1.29983
43 C 0.16782 -5.47290 -1.83270
44 C -1.17937 -5.23064 -1.62217
45 C -1.90556 -4.53819 -2.56408
46 C -1.29692 -4.05908 -3.71245
47 C 0.05420 -4.30696 -3.92038
48 C 0.81230 -4.99252 -2.97080
49 N -2.07934 -3.30538 -4.68814
50 O -3.23290 -3.03852 -4.42735
51 O -1.55291 -2.99137 -5.73475
52 H 0.76013 -6.04794 -1.13044
53 H -1.64713 -5.49128 -0.68244
54 H -2.96186 -4.35566 -2.40776
55 H 0.53388 -3.97840 -4.83243
56 H 1.86353 -5.14678 -3.15602
57 C -0.91133 -0.61376 4.63313
58 C -0.57248 -0.77907 3.30241
59 C -1.56856 -0.87432 2.35965
60 C -2.88393 -0.69687 2.71562
61 C -3.24366 -0.59922 4.05611
62 C -2.24329 -0.45817 5.01779
63 N -3.90185 -0.69621 1.67401
64 O -3.52579 -0.62571 0.51718
65 O -5.07646 -0.66465 2.00913
66 H -0.09400 -0.72226 5.33856
67 H 0.43882 -0.93960 2.95063
68 H -1.30688 -1.02231 1.31863
69 H -4.27335 -0.48342 4.36263
70 H -2.52213 -0.38731 6.05908
71 C 1.68552 -0.72179 0.33746
72 C 1.12514 -1.78647 -0.37926
73 C 0.02474 -1.56699 -1.18666
74 C -0.57301 -0.31261 -1.14053
75 C -0.06508 0.71369 -0.38618
76 C 1.12719 0.55469 0.29326
77 N -1.76015 -0.07223 -1.96556
78 O -2.12050 1.09532 -2.11230
79 O -2.41280 -1.01793 -2.36860
80 H 2.52692 -0.87245 1.00639
81 H 1.60349 -2.75399 -0.32814
82 H -0.44266 -2.40042 -1.69388
83 H -0.58319 1.66468 -0.43125
84 H 1.72169 1.32501 0.76226
85 C -5.28317 -1.58832 -2.68394
86 C -5.69571 -0.76928 -1.64842
87 C -6.98167 -0.93748 -1.14229
88 C -7.84183 -1.86049 -1.72598
89 C -7.40794 -2.67983 -2.76804
90 C -6.11493 -2.57081 -3.22596
91 N -9.18162 -2.07288 -1.17946
92 O -9.49494 -1.36139 -0.25382
93 O -9.88770 -2.90346 -1.69027
94 H -4.34305 -1.40103 -3.19231
95 H -5.08001 0.02318 -1.25660
96 H -7.26327 -0.27839 -0.33406
97 H -8.15690 -3.27047 -3.27858
98 H -5.75289 -3.07225 -4.11260
99 C 3.36817 0.48163 7.76899
100 C 3.03597 1.66058 7.09148
101 C 3.21994 1.70248 5.72029
102 C 3.63186 0.54650 5.03691
103 C 3.94352 -0.59141 5.72835
104 C 3.76722 -0.65612 7.10575
105 N 3.65154 0.52272 3.57498
106 O 4.21224 -0.41770 3.04547
107 O 3.03991 1.38148 2.98616
108 H 3.18427 0.46752 8.83787
109 H 2.64617 2.51879 7.61672
110 H 2.95142 2.63149 5.23378
111 H 4.32843 -1.44186 5.17904
112 H 4.12359 -1.53534 7.62491
113 C 5.28652 -2.27199 -0.20895
114 C 4.70066 -3.65498 -0.23336
115 O 5.00519 -4.53001 0.55414
116 C 3.68316 -4.02997 -1.30664
117 H 4.85388 -1.83632 0.69947
118 H 4.94389 -1.66411 -1.04474
119 H 6.37217 -2.21414 -0.18822
120 H 2.75815 -4.39599 -0.86775
121 H 4.14134 -4.78116 -1.95054
122 H 3.44177 -3.17381 -1.94163
123 C 0.99443 -1.03815 -4.91406
124 C 2.43442 -1.04919 -4.46858
125 O 2.71339 -1.34879 -3.32761
126 C 3.49814 -0.63721 -5.45663
127 H 0.44095 -1.69367 -4.24774
128 H 0.89626 -1.35929 -5.95240
129 H 0.56113 -0.03640 -4.87798
130 H 4.45689 -0.48207 -4.96869
131 H 3.17291 0.28889 -5.93230
132 H 3.63966 -1.44315 -6.17962
133 C 0.92225 3.82852 -5.67944
134 C 1.20853 3.12691 -4.37787
135 O 2.19545 2.44417 -4.20283
136 C 0.25759 3.36015 -3.23882
137 H 1.76600 3.65532 -6.35303
138 H 0.86071 4.91085 -5.58652
139 H 0.06408 3.37723 -6.17834
140 H 0.70988 2.97764 -2.32655
141 H -0.75071 2.97719 -3.40395
142 H 0.13434 4.44555 -3.14595
143 C -0.13928 2.35320 3.67657
144 C 0.10044 3.54742 2.78421
145 O 0.98270 3.49149 1.95859
146 C -0.75486 4.78882 2.96025
147 H 0.59529 1.58640 3.46593
148 H -1.19178 2.06863 3.64174
149 H 0.02370 2.62613 4.72705
150 H -0.46190 5.38973 3.82114
151 H -1.77851 4.43738 3.11456
152 H -0.74685 5.42323 2.07800
153 C -6.68779 3.27535 -2.48825
154 C -5.46114 3.71349 -3.27217
155 O -5.51771 4.56856 -4.12316
156 C -4.18207 2.95919 -3.01248
157 H -6.45586 3.26329 -1.42475
158 H -7.09195 2.37680 -2.94660
159 H -7.37940 4.10760 -2.64232
160 H -3.55199 3.04716 -3.89582
161 H -4.42685 1.93012 -2.75808
162 H -3.61969 3.38775 -2.17954

Frontier orbital gap = 8.20 eV